[1]
The following is a DFT calculation (ωB97M-V with the def2-TZVPD basis set) of 2 unconnected molecules or ions with the total composition C6H10.

For the energy relative to the best compared isomer or geometry (same formula, charge and spin), the calculation gives 1.924 eV. Its SMILES is C1=C[C@H]2C[C@H]2C1.[H][H]. The calculation puts the frontier orbital gap at 0.372 Ha.

Each line ends with the Mulliken charge.
Element x y z (Å)
C -1.42504 -0.19225 -0.26185  -0.451
C -1.00473 0.90989 0.36168  -0.589
C 0.39663 1.25910 -0.02207  0.015
C 1.46789 0.24772 0.31585  -0.687
C 0.80602 0.20284 -1.02756  -0.181
C -0.37755 -0.74802 -1.20281  -0.593
H -2.39308 -0.66432 -0.11584  0.376
H -1.58964 1.49424 1.06711  0.418
H 0.68234 2.30282 -0.12599  0.393
H 2.49251 0.61028 0.34618  0.279
H 1.24652 -0.53872 1.03299  0.046
H 1.39702 0.46692 -1.89911  0.368
H -0.73793 -0.75569 -2.23916  0.341
H -0.11697 -1.78452 -0.94729  0.255
H -0.19326 -1.56641 2.60395  0.223
H -0.65076 -1.24387 2.11391  -0.213

---

[2]
The following is a DFT calculation (ωB97M-V with the def2-TZVPD basis set) of a molecular structure, C33H40Cl2GeN3O6Tl.

For the energy relative to the best compared isomer or geometry (same formula, charge and spin), the calculation gives 0.576 eV. The calculation puts the frontier orbital gap (spin up / spin down) at 0.226 / 0.243 Ha. As for the spin multiplicity: 2. As for the total charge: -1. Its expectation value of S² is 0.76.

Each line ends with the Mulliken charge.
Element x y z (Å)
Tl 1.30638 -0.03126 -0.08480  2.044
C -3.23430 0.71745 2.62870  -1.499
C -2.17662 1.81431 2.78370  1.412
C -2.57129 3.04026 1.96279  -1.415
C -2.08356 2.22301 4.26015  -1.915
O -0.94211 1.35303 2.28848  0.700
Ge 0.24837 0.26380 3.21050  -1.065
O 1.71211 0.87023 2.18472  -0.015
C 2.43226 2.08971 2.36711  1.819
C 1.65944 3.25662 1.75540  -1.140
C 3.77712 1.92380 1.66853  -1.615
C 2.65092 2.33081 3.86078  -1.821
O 0.15499 -1.12733 1.92703  0.117
C -0.09955 -2.49362 2.17956  1.376
C 1.13040 -3.27045 1.65618  -0.873
C -0.20309 -2.79761 3.68169  -2.065
C -1.42913 -2.88986 1.53219  -1.664
H -4.22824 1.07616 2.90833  0.469
H -2.98168 -0.13825 3.25987  0.251
H -3.26146 0.37414 1.59303  0.205
H -3.53429 3.43795 2.29305  0.417
H -2.63878 2.78510 0.90517  0.120
H -1.81350 3.81784 2.07082  0.366
H -3.04049 2.61229 4.61651  0.465
H -1.32262 2.99718 4.38229  0.326
H -1.80073 1.37258 4.88123  0.401
H 1.53052 3.09434 0.68496  0.056
H 2.20334 4.19350 1.90119  0.516
H 0.67316 3.33266 2.21255  -0.019
H 3.63377 1.77599 0.59734  0.232
H 4.30835 1.06320 2.08014  0.340
H 4.38848 2.81933 1.80177  0.417
H 1.69726 2.47257 4.37410  0.373
H 3.26418 3.22076 4.01538  0.469
H 3.15161 1.47113 4.31038  0.320
H 1.97374 -2.90259 2.25254  0.323
H 2.21226 -3.98709 -0.00215  0.626
H 1.74135 -5.11738 1.77265  0.495
H 0.71083 -2.50298 4.19992  0.452
H -0.36867 -3.86394 3.82953  0.467
H -1.03192 -2.24152 4.12159  0.421
H -1.52957 -2.44576 0.54233  0.149
H -2.24576 -2.50713 2.14720  0.419
H -1.52598 -3.97328 1.45578  0.324
Cl 3.85124 3.58517 -3.23028  -0.275
C 2.12419 3.37920 -3.14429  0.425
C 1.32450 4.09112 -4.03999  -0.626
C -0.03767 3.98047 -4.01405  0.768
Cl -1.00000 4.89272 -5.15902  -0.316
C -0.66384 3.13720 -3.07209  0.128
C -2.06155 2.96513 -2.94683  -1.077
C -2.56771 2.11577 -2.00457  -1.188
C -1.67326 1.40991 -1.18026  -0.574
N -0.37944 1.56516 -1.27198  0.663
C 0.15591 2.41023 -2.17532  0.299
C 1.61142 2.50611 -2.17344  -0.354
O 2.32456 1.86194 -1.34621  -0.841
H 1.79914 4.73717 -4.76619  0.444
H -2.71763 3.51320 -3.61026  0.379
H -3.63446 1.97603 -1.88984  0.538
H -2.02639 0.69875 -0.44067  0.421
O 0.90416 -4.66394 1.91721  -0.606
C 1.61729 -3.06673 0.18848  -0.083
O 2.44112 -1.97684 0.03635  -1.008
C 0.49595 -3.20241 -0.84559  0.306
C -0.11982 -4.47951 -1.00855  -0.624
C -1.13393 -4.62295 -1.89467  -1.322
C -1.53226 -3.51568 -2.68641  1.474
C -2.56752 -3.58575 -3.64638  -0.845
C -2.87454 -2.49516 -4.40984  -0.687
C -2.14225 -1.29753 -4.25907  -0.889
C -1.13750 -1.20532 -3.33752  -0.190
C -0.83061 -2.30773 -2.50892  -0.447
N 0.15888 -2.17381 -1.56849  0.663
H 0.21224 -5.30072 -0.38937  0.548
H -1.64234 -5.57332 -2.01574  0.375
H -3.10318 -4.51992 -3.77130  0.399
H -3.67046 -2.54968 -5.14172  0.372
H -2.37055 -0.44557 -4.88625  0.462
H -0.53823 -0.31210 -3.24119  0.437
C 3.43962 -2.17938 -2.97052  -0.460
C 2.58226 -1.18825 -3.61009  0.448
N 1.92736 -0.40009 -4.12765  -0.461
H 3.21926 -3.16605 -3.37811  0.315
H 3.25492 -2.17295 -1.88902  -0.163
H 4.48358 -1.93360 -3.16052  0.384

---

[3]
The following is a DFT calculation (ωB97M-V with the def2-TZVPD basis set) of a molecular structure, C28H25NO2PRuS in a non-equilibrium geometry.

The calculation puts the frontier orbital gap (spin up / spin down) at 0.192 / 0.224 Ha. As for the spin multiplicity: 2. As for the total charge: +2. Its expectation value of S² is 1.25.

Each line ends with the Mulliken charge.
Element x y z (Å)
Ru -1.22212 1.16525 -0.32223  0.057
C -1.50342 2.73255 3.29837  -1.758
C -1.80442 2.84655 1.84267  1.352
C -3.02612 2.35385 1.34037  -0.078
C -3.38622 2.54835 0.00437  -0.867
C -2.50032 3.18835 -0.88073  -0.739
C -1.29722 3.72915 -0.38253  -0.253
C -0.95512 3.55475 0.96387  -0.621
H -2.12622 3.44755 3.84407  0.443
H -0.46522 2.96335 3.51997  0.392
H -1.74662 1.74325 3.68667  0.406
H -3.72772 1.89325 2.02537  0.591
H -4.36982 2.24415 -0.32873  0.389
H -2.80062 3.36965 -1.90773  0.561
H -0.68332 4.36065 -1.01343  0.502
H -0.06312 4.03035 1.35597  0.442
O -4.55592 -1.81755 -0.33863  -0.560
C -3.47822 -1.29325 -0.37213  0.238
O -3.10192 -0.16845 -0.75073  -0.495
C -2.28562 -2.22625 0.18327  -0.573
P -0.74932 -1.34195 -0.30303  1.399
C -0.66182 -1.74805 -2.06323  0.166
C -0.95882 -0.75645 -2.99713  0.304
C -0.97652 -1.06435 -4.34453  -0.950
C -0.67472 -2.35805 -4.75883  -0.557
C -0.38742 -3.34965 -3.83073  -0.840
C -0.37772 -3.05115 -2.48023  -0.271
C 0.70018 -2.11975 0.45237  0.805
C 0.72648 -2.42535 1.81677  -0.541
C 1.92178 -2.76895 2.42057  -0.749
C 3.09358 -2.81155 1.67397  -0.506
C 3.07398 -2.49825 0.31967  -0.775
C 1.88618 -2.15245 -0.29263  -0.808
H -2.36772 -3.21525 -0.27753  0.535
H -2.42992 -2.32155 1.26097  0.519
H -1.20122 0.26545 -2.64293  0.175
H -1.22342 -0.31225 -5.07803  0.470
H -0.66392 -2.59275 -5.81233  0.441
H -0.17152 -4.35515 -4.15843  0.455
H -0.15262 -3.81655 -1.75003  0.509
H -0.18082 -2.38295 2.40327  0.377
H 1.94238 -2.99925 3.47557  0.480
H 4.02348 -3.08805 2.14657  0.462
H 3.98558 -2.52085 -0.25933  0.465
H 1.87038 -1.89775 -1.34363  0.461
S 3.53198 1.73145 -1.54633  -0.135
C 1.85058 1.69425 -1.88053  -0.576
N 1.06928 1.42005 -0.87773  0.600
C 1.78968 1.23785 0.28157  -0.149
C 1.26438 0.94445 1.54277  0.407
C 2.12538 0.82365 2.61137  -1.178
C 3.50628 0.96475 2.43977  -0.808
C 4.04908 1.24815 1.20157  -0.544
C 3.18188 1.37965 0.12127  0.437
H 1.49858 1.89765 -2.87663  0.449
H 0.17848 0.80875 1.67347  0.515
H 1.73668 0.61495 3.59557  0.542
H 4.15808 0.86035 3.29487  0.484
H 5.11218 1.39115 1.07387  0.502

---

[4]
The following is a DFT calculation (ωB97M-V with the def2-TZVPD basis set) of 2 unconnected molecules or ions with the total composition C4H7NO in a non-equilibrium geometry.

For the energy relative to the best compared isomer or geometry (same formula, charge and spin), the calculation gives 5.159 eV. Its SMILES is C#CC.CN=O. The calculation puts the frontier orbital gap (spin up / spin down) at 0.339 / 0.339 Ha.

Each line ends with the Mulliken charge.
Element x y z (Å)
C -0.39030 -0.63977 1.67305  -0.113
C 0.70297 -0.65104 1.18399  0.165
C 1.99580 -0.56346 0.54723  -1.283
H -1.33856 -0.66662 2.11939  0.345
H 2.28489 0.48612 0.48064  0.287
H 2.74220 -1.10731 1.12474  0.329
H 1.95029 -0.98083 -0.45854  0.292
C -1.59568 0.41962 -1.29880  -0.691
N -1.04517 1.25375 -0.25893  0.097
O -0.03620 1.86698 -0.53134  -0.340
H -1.52226 -0.60856 -0.94245  0.254
H -2.65586 0.66364 -1.37416  0.300
H -1.09212 0.52748 -2.26481  0.359